[1]
The molecule C12H25N5O3, computed with ωB97M-V with the def2-TZVPD basis set.

Last column: natural (NBO) charge in e.
Geometry (Å):
H -2.530 -1.793 -1.710  0.3451
N -2.377 -1.108 -0.965  -0.7772
C -3.250 -1.049 -0.108  0.5811
N -4.191 -2.079 -0.024  -0.8882
N -3.399 -0.061 0.855  -0.6126
C -3.155 1.342 0.590  -0.2009
C -1.855 1.468 -0.319  -0.4195
C -1.022 2.769 -0.599  -0.4187
C 0.520 2.502 -0.677  -0.1436
N 0.633 1.228 -1.504  -0.8347
C 1.122 2.603 0.787  0.6949
O 1.664 3.565 1.191  -0.5901
N 1.076 1.418 1.555  -0.6452
C 0.946 0.005 1.081  -0.2072
C 2.448 -0.747 0.976  -0.3872
C 2.628 -1.796 -0.132  -0.2126
C 2.051 -1.284 -1.579  -0.6182
C 4.060 -2.119 -0.415  -0.5936
C 0.067 -0.847 1.884  0.7785
O 0.112 -0.800 3.148  -0.6135
O -0.449 -1.800 1.097  -0.6621
H -3.828 -2.896 -0.465  0.4044
H -5.133 -1.836 0.415  0.3952
H -4.279 -0.256 1.262  0.3640
H -2.952 1.894 1.502  0.2010
H -4.043 1.721 0.094  0.1730
H -2.239 1.064 -1.290  0.2359
H -1.140 0.778 0.102  0.2211
H -1.341 3.189 -1.604  0.2006
H -1.154 3.661 0.018  0.2231
H 1.166 3.317 -1.115  0.2105
H 1.585 1.146 -1.837  0.3655
H 0.074 1.452 -2.312  0.3665
H 1.501 1.561 2.478  0.4019
H 0.400 0.163 0.124  0.2972
H 3.210 0.042 0.935  0.2139
H 2.687 -1.383 1.900  0.2219
H 2.236 -2.728 0.234  0.1990
H 0.965 -0.976 -1.583  0.2423
H 2.626 -0.404 -1.750  0.1724
H 2.228 -1.880 -2.463  0.2074
H 4.086 -3.013 -0.920  0.2094
H 4.615 -1.250 -0.907  0.1956
H 4.612 -2.328 0.484  0.2015
H -0.982 -2.457 1.567  0.5020

* multiplicity: 1
* energy relative to the best compared isomer or geometry (same formula, charge and spin): 95.16 kcal/mol
* Kohn-Sham gap: 9.4645 eV
* SMILES: [H]/N=C(\N)NCCC[C@H](N)C(=O)N[C@@H](CC(C)C)C(=O)O

[2]
A 2-piece molecular cluster, C5H11N2O overall, computed with ωB97M-V with the def2-TZVPD basis set.

Last column: natural (NBO) charge in e.
Geometry (Å):
C -1.427 1.954 -1.215  -0.6176
C -0.381 1.866 -0.100  -0.4589
C 0.219 0.513 -0.162  0.1593
C 1.025 -0.027 -1.116  -0.0687
N 1.023 -1.399 -0.974  -0.4663
C 0.272 -1.702 0.112  0.2873
N -0.149 -0.555 0.636  -0.4518
H -2.072 2.869 -1.187  0.2412
H -2.052 1.080 -1.240  0.2110
H -1.019 2.260 -2.202  0.2303
H -0.854 2.100 0.836  0.2354
H 0.324 2.673 -0.248  0.2522
H 1.616 0.476 -1.897  0.2588
H 1.597 -2.059 -1.469  0.4552
H -0.016 -2.678 0.440  0.2647
H -0.837 -0.486 1.373  0.4527
H 0.248 -2.653 3.125  0.4983
H 1.675 -2.004 2.821  0.5024
O 0.808 -2.228 2.467  -0.9855

* charge: +1
* multiplicity: 1
* energy relative to the best compared isomer or geometry (same formula, charge and spin): 17.65 kcal/mol
* Kohn-Sham gap: 10.7530 eV

[3]
C3H12KO3 as an isolated structure, computed with ωB97M-V with the def2-TZVPD basis set.

Last column: Mulliken charge in e.
Geometry (Å):
K 13.450 15.232 23.345  0.8714
C 14.810 17.522 22.357  -0.4977
O 13.809 17.081 23.236  -0.4812
H 15.300 18.376 22.826  0.2733
H 15.406 16.628 22.175  0.2203
H 14.293 17.933 21.489  0.2561
H 13.331 17.837 23.583  0.2879
C 12.525 12.915 21.893  -0.6546
O 12.782 13.345 23.215  -0.5103
H 11.635 12.297 21.777  0.3329
H 12.372 13.757 21.218  0.2564
H 13.421 12.447 21.486  0.3133
H 12.720 12.541 23.736  0.2848
C 11.511 15.147 25.244  -0.5599
O 12.854 15.595 25.294  -0.5578
H 10.987 16.101 25.184  0.2628
H 11.272 14.456 24.436  0.3011
H 11.292 14.713 26.219  0.2988
H 12.998 15.880 26.200  0.3025

* charge: +1
* multiplicity: 1
* energy relative to the best compared isomer or geometry (same formula, charge and spin): 111.20 kcal/mol
* Kohn-Sham gap: 11.6445 eV

[4]
The molecule C2HN3O, computed with ωB97M-V with the def2-TZVPD basis set.

Last column: natural (NBO) charge in e.
Geometry (Å):
N 4.054 -0.149 0.300  -0.2359
C 2.946 -0.349 -0.032  0.3421
N 1.814 -0.586 -0.555  -0.1910
N 0.746 -0.987 0.281  -0.0961
C -0.514 -0.815 0.014  0.4846
O -1.497 -1.447 -0.068  -0.4568
H -0.436 0.291 0.100  0.1532

* multiplicity: 1
* energy relative to the best compared isomer or geometry (same formula, charge and spin): 36.45 kcal/mol
* Kohn-Sham gap (alpha / beta): 8.0695 / 7.9925 eV
* SMILES: N#C/N=N/C=O

[5]
A 2-piece molecular cluster, C6H15NOSi overall, computed with ωB97M-V with the def2-TZVPD basis set.

Last column: natural (NBO) charge in e.
Geometry (Å):
C -1.627 -0.991 1.585  0.7518
C -2.523 -0.136 0.833  -0.7247
C -0.345 -2.184 3.253  -0.4565
C -0.514 0.096 -2.248  -1.1230
C 2.334 0.189 -1.906  -1.1279
C 0.538 1.737 0.001  -1.1511
N -1.312 -1.684 2.460  -0.2917
O 0.549 -1.026 0.334  -1.3221
Si 0.775 0.029 -0.807  1.8939
H -2.705 -0.715 -0.038  0.2835
H -3.377 -0.160 1.523  0.2663
H -1.815 0.686 0.794  0.3090
H -0.363 -1.640 4.187  0.2284
H 0.662 -2.029 2.659  0.2920
H -0.473 -3.188 3.477  0.2280
H -1.465 0.403 -2.023  0.1955
H -0.148 0.578 -3.117  0.2260
H -0.537 -1.036 -2.533  0.2110
H 2.509 1.184 -2.301  0.2312
H 3.259 0.153 -1.463  0.2240
H 2.335 -0.571 -2.655  0.2227
H 0.087 1.873 1.059  0.1989
H 1.575 2.295 -0.153  0.2287
H -0.155 2.219 -0.581  0.2061

* multiplicity: 1
* energy relative to the best compared isomer or geometry (same formula, charge and spin): 90.09 kcal/mol
* Kohn-Sham gap: 7.8566 eV

[6]
C3H2N2O2 as an isolated structure, computed with ωB97M-V with the def2-TZVPD basis set.

Last column: natural (NBO) charge in e.
Geometry (Å):
C -0.418 1.429 -0.225  0.6747
C -0.229 -1.365 -0.121  0.6589
C -0.108 -0.051 -0.583  0.0659
N 0.048 1.034 0.920  -0.6651
N 0.945 -0.972 -0.743  -0.5580
O -0.781 2.430 -0.759  -0.4904
O -0.743 -2.349 0.340  -0.4892
H -0.548 0.660 1.599  0.3960
H 1.834 -0.816 -0.428  0.4072

* multiplicity: 1
* energy relative to the best compared isomer or geometry (same formula, charge and spin): 98.24 kcal/mol
* Kohn-Sham gap: 9.7991 eV

Copy entry 3 word for word.
C3H12KO3 as an isolated structure, computed with ωB97M-V with the def2-TZVPD basis set.

Last column: Mulliken charge in e.
Geometry (Å):
K 13.450 15.232 23.345  0.8714
C 14.810 17.522 22.357  -0.4977
O 13.809 17.081 23.236  -0.4812
H 15.300 18.376 22.826  0.2733
H 15.406 16.628 22.175  0.2203
H 14.293 17.933 21.489  0.2561
H 13.331 17.837 23.583  0.2879
C 12.525 12.915 21.893  -0.6546
O 12.782 13.345 23.215  -0.5103
H 11.635 12.297 21.777  0.3329
H 12.372 13.757 21.218  0.2564
H 13.421 12.447 21.486  0.3133
H 12.720 12.541 23.736  0.2848
C 11.511 15.147 25.244  -0.5599
O 12.854 15.595 25.294  -0.5578
H 10.987 16.101 25.184  0.2628
H 11.272 14.456 24.436  0.3011
H 11.292 14.713 26.219  0.2988
H 12.998 15.880 26.200  0.3025

* charge: +1
* multiplicity: 1
* energy relative to the best compared isomer or geometry (same formula, charge and spin): 111.20 kcal/mol
* Kohn-Sham gap: 11.6445 eV

What is the formula in the sixth record? C3H2N2O2

Which of these has the highest energy relative to the best compared isomer or geometry (same formula, charge and spin)? C3H12KO3